{"formula": "C21H37BF6N3O18P3", "method": "wB97M-V/def2-TZVPD", "elements": ["C", "C", "B", "O", "C", "C", "C", "N", "C", "C", "N", "O", "N", "O", "C", "O", "C", "F", "F", "C", "F", "F", "C", "F", "F", "C", "O", "O", "H", "H", "H", "H", "H", "H", "H", "H", "H", "H", "C", "O", "P", "O", "O", "C", "O", "C", "H", "H", "H", "H", "H", "H", "H", "H", "H", "C", "O", "P", "O", "O", "C", "O", "C", "H", "H", "H", "H", "H", "H", "H", "H", "H", "C", "O", "P", "O", "O", "C", "O", "C", "H", "H", "H", "H", "H", "H", "H", "H", "H"], "xyz": [[1.68868, 2.31324, -3.08439], [1.52550, 0.89014, -2.51565], [1.02691, 0.82829, -1.02476], [0.65163, 1.95202, -0.36765], [0.88678, -0.60670, -0.25252], [-0.08915, -1.47265, -1.08579], [0.29057, -0.37438, 1.05998], [-0.20356, -0.13490, 2.06793], [2.28727, -1.28119, 0.00514], [2.63287, -2.04370, -1.21110], [2.90554, -2.61248, -2.16758], [2.31315, -2.16588, 1.11918], [1.56898, -3.39953, 0.87595], [2.06907, -4.26455, 1.44245], [3.46158, -0.27944, 0.21839], [4.15102, 0.03702, -0.70183], [3.82173, 0.32032, 1.62114], [3.39416, -0.44902, 2.63994], [5.17787, 0.37819, 1.65898], [3.29652, 1.76485, 1.84177], [1.97148, 1.69890, 2.09494], [3.50453, 2.47112, 0.70177], [3.96771, 2.53000, 3.03104], [4.92807, 3.35032, 2.56182], [4.51669, 1.66277, 3.90936], [2.87515, 3.38091, 3.74376], [2.64322, 4.49504, 3.39970], [2.27392, 2.74215, 4.77121], [1.49211, 2.28837, -4.15454], [2.71451, 2.65901, -2.98585], [0.98512, 3.02574, -2.66350], [0.81663, 0.35549, -3.14972], [2.46916, 0.35918, -2.64675], [1.25578, 2.69497, -0.47703], [0.03816, -1.31970, -2.15082], [-0.01149, -2.53234, -0.86964], [-1.10601, -1.17268, -0.83601], [1.43044, 2.35858, 4.48684], [5.67860, -5.16931, -6.82857], [4.41906, -4.68688, -6.35522], [3.13766, -5.61871, -6.50936], [3.28698, -6.94956, -5.91575], [2.76557, -5.60316, -8.04922], [3.25941, -6.63489, -8.91044], [2.00048, -4.70293, -5.93810], [1.87700, -4.60173, -4.50631], [6.44855, -4.82683, -6.14203], [5.70119, -6.25941, -6.86532], [5.87424, -4.76089, -7.82062], [3.58896, -7.50277, -8.34039], [4.08529, -6.24487, -9.50523], [2.45018, -6.93178, -9.57312], [2.70020, -4.03078, -4.09448], [1.84679, -5.59517, -4.05947], [0.94137, -4.08770, -4.30397], [-5.67325, -0.58868, 2.24510], [-6.08939, -0.13178, 0.95264], [-4.98249, 0.08397, -0.16790], [-4.15755, -1.09854, -0.43994], [-4.18418, 1.38361, 0.23611], [-2.98306, 1.24288, 1.01443], [-5.83925, 0.63474, -1.36597], [-6.58976, -0.31136, -2.14002], [-6.43397, -1.26798, 2.62076], [-4.72145, -1.11885, 2.19409], [-5.58544, 0.26359, 2.91910], [-2.60670, 0.22274, 0.98392], [-3.17687, 1.52779, 2.04792], [-2.22873, 1.90865, 0.60099], [-7.43386, -0.68738, -1.56204], [-5.95440, -1.13869, -2.45302], [-6.95647, 0.21535, -3.01595], [-1.92388, 5.96234, 6.23633], [-2.59736, 4.81087, 6.75615], [-3.31735, 3.82333, 5.73959], [-2.44581, 3.29975, 4.68362], [-4.60811, 4.58522, 5.23500], [-4.55936, 5.34972, 4.02303], [-3.96006, 2.76579, 6.70641], [-3.10646, 1.74224, 7.23948], [-1.02894, 6.12400, 6.83102], [-1.63177, 5.81866, 5.19527], [-2.57565, 6.83191, 6.32260], [-3.70577, 5.06505, 3.40902], [-4.50472, 6.40991, 4.26814], [-5.47503, 5.15614, 3.47012], [-2.42297, 2.16617, 7.97486], [-2.54429, 1.26004, 6.44090], [-3.75013, 1.01262, 7.72132]], "lowdin_charge": [-0.091, -0.125, -0.451, 0.172, -0.259, 0.008, -0.191, 0.229, -0.303, -0.128, 0.269, -0.056, 0.049, 0.155, -0.162, 0.209, -0.335, 0.154, 0.154, -0.318, 0.140, 0.157, -0.346, 0.155, 0.149, -0.412, 0.205, 0.127, 0.075, 0.079, 0.069, 0.108, 0.099, 0.114, 0.080, 0.084, 0.097, 0.140, -0.095, -0.211, 0.330, -0.231, -0.202, -0.094, -0.201, -0.092, 0.088, 0.085, 0.088, 0.081, 0.085, 0.088, 0.042, 0.087, 0.084, -0.087, -0.211, 0.330, -0.237, -0.196, -0.089, -0.201, -0.085, 0.088, 0.086, 0.089, 0.051, 0.086, 0.085, 0.089, 0.085, 0.087, -0.089, -0.211, 0.328, -0.239, -0.200, -0.087, -0.200, -0.081, 0.089, 0.085, 0.089, 0.081, 0.086, 0.089, 0.090, 0.084, 0.088], "relative_energy_kj_mol": 0.00, "e_tot_ev": -108553.892, "smiles": "CCB(O)[C@](C)(C#N)[C@](C#N)(ON=O)C(=O)C(F)(F)C(F)(F)C(F)(F)C(=O)O.COP(=O)(OC)OC.COP(=O)(OC)OC.COP(=O)(OC)OC"}


{"formula": "C21H37Cl2N2NiO4", "method": "wB97M-V/def2-TZVPD", "elements": ["O", "C", "C", "C", "H", "C", "H", "C", "H", "C", "H", "C", "H", "H", "C", "C", "H", "H", "H", "C", "C", "H", "H", "H", "H", "Ni", "Cl", "Cl", "C", "O", "N", "C", "C", "H", "H", "H", "H", "H", "H", "H", "H", "H", "C", "C", "N", "H", "C", "O", "H", "H", "H", "H", "C", "C", "O", "C", "C", "H", "H", "H", "H", "H", "H", "H", "H", "H", "H"], "xyz": [[0.90662, 0.93964, -0.78871], [0.95669, 1.53460, -1.99098], [0.95265, 3.07550, -1.89834], [0.55854, 3.76074, -0.76014], [0.18944, 3.20597, 0.10752], [0.60045, 5.15847, -0.74045], [0.33968, 5.68540, 0.17280], [0.95827, 5.85591, -1.89555], [0.96570, 6.94410, -1.89077], [1.32262, 5.16660, -3.05357], [1.60182, 5.69578, -3.96206], [1.34017, 3.77728, -3.04598], [1.62498, 3.20908, -3.92605], [1.87423, 1.29222, -2.58168], [-0.05792, -0.42776, -3.34685], [-0.17260, 0.99437, -2.90377], [-0.70839, -0.62059, -4.20993], [-0.38288, -1.10636, -2.53800], [0.98408, -0.68384, -3.58734], [-1.27649, 1.73122, -3.07652], [-2.53310, 1.26318, -3.70765], [-1.32142, 2.73026, -2.64372], [-2.77132, 1.86708, -4.58837], [-3.33886, 1.37767, -2.97825], [-2.50677, 0.21140, -4.00572], [-0.74451, 0.03557, 0.10328], [-1.38203, 1.87577, 1.32499], [-2.70441, -0.44695, -1.05739], [-2.80719, -1.14579, 1.75559], [-1.58377, -1.40111, 1.67107], [-3.71159, -1.92760, 2.36847], [-3.30924, -3.20264, 2.94867], [-5.08385, -1.48838, 2.57545], [-3.21617, -0.24426, 1.27908], [-2.25311, -3.36600, 2.72453], [-3.90294, -4.02928, 2.53925], [-3.47278, -3.19175, 4.03337], [-5.19003, -0.47557, 2.17781], [-5.32315, -1.48978, 3.64734], [-5.80104, -2.14472, 2.06387], [1.49903, -5.00670, -0.60643], [3.96488, -4.10007, -0.28514], [1.45817, -4.22311, -1.37760], [3.69828, -3.25334, -0.93602], [2.25340, -3.06961, -0.97665], [0.42058, -3.90831, -1.53016], [1.64792, -1.95505, -0.52699], [0.40059, -1.85193, -0.43974], [4.16349, -2.33672, -0.55484], [2.35188, -1.13812, -0.25804], [1.87518, -4.64047, -2.30213], [4.07917, -3.45943, -1.94596], [2.44756, -1.63779, 3.08180], [1.03406, -1.22782, 2.75575], [0.98757, -0.12370, 1.84668], [1.51466, 1.10022, 2.37813], [0.94763, 1.47432, 3.72121], [3.04979, -1.77485, 2.17033], [2.42767, -2.59505, 3.61336], [2.93275, -0.88910, 3.72828], [0.50831, -2.06094, 2.27307], [0.47644, -0.95736, 3.66054], [2.60896, 1.00969, 2.38849], [1.22082, 1.85666, 1.64623], [1.18003, 0.73619, 4.49395], [1.36890, 2.43570, 4.01926], [-0.13804, 1.60123, 3.64736]], "nbo_charge": [-0.971, 0.096, -0.029, -0.164, 0.249, -0.236, 0.199, -0.251, 0.191, -0.238, 0.192, -0.211, 0.200, 0.103, -0.667, 0.009, 0.202, 0.248, 0.189, -0.197, -0.645, 0.203, 0.183, 0.234, 0.205, 1.493, -0.815, -0.815, 0.548, -0.718, -0.431, -0.418, -0.396, 0.203, 0.245, 0.188, 0.182, 0.229, 0.184, 0.189, 0.185, 0.188, -0.422, -0.399, -0.428, 0.258, 0.550, -0.679, 0.218, 0.176, 0.190, 0.193, -0.640, -0.072, -0.567, -0.074, -0.658, 0.200, 0.201, 0.201, 0.213, 0.172, 0.149, 0.245, 0.180, 0.206, 0.251], "relative_energy_kj_mol": 0.00, "total_charge": -1, "multiplicity": 3, "e_tot_ev": -99638.914}


{"formula": "C21H37Cl4N2O2S", "method": "wB97M-V/def2-TZVPD", "elements": ["C", "C", "C", "C", "C", "C", "C", "C", "C", "C", "C", "C", "C", "S", "N", "C", "C", "N", "C", "C", "O", "O", "H", "H", "H", "H", "H", "H", "H", "H", "H", "H", "H", "H", "H", "H", "H", "H", "H", "H", "H", "H", "H", "H", "H", "H", "H", "H", "H", "H", "H", "Cl", "C", "C", "Cl", "H", "H", "H", "H", "Cl", "C", "C", "Cl", "H", "H", "H", "H"], "xyz": [[3.46266, -0.46903, 0.42059], [4.03588, 0.76330, -0.28721], [2.99225, 1.50826, -1.12118], [1.99169, 2.28875, -0.23701], [0.54886, 1.78941, -0.35177], [-0.29643, 2.55429, -1.39263], [-1.23540, 1.66558, -2.20617], [-2.51097, 1.20639, -1.47120], [-2.25136, 0.11285, -0.46249], [-2.21844, 0.33444, 0.91665], [-2.47955, 1.65649, 1.59372], [-3.62507, 1.52738, 2.62065], [-4.42136, 2.82339, 2.91108], [-3.65986, 4.39206, 2.41951], [-1.93456, -0.70396, 1.72748], [-1.67453, -1.95698, 1.31331], [-1.72954, -2.24636, -0.02930], [-1.51874, -3.55561, -0.54488], [-2.02594, -1.19602, -0.90879], [-2.07350, -1.56562, -2.37584], [-1.10509, -1.55071, -3.06589], [-3.28178, -1.92528, -2.84384], [2.86895, -0.18811, 1.29390], [4.26731, -1.11968, 0.76632], [2.84972, -1.05538, -0.26877], [4.50155, 1.43827, 0.43495], [4.82726, 0.42354, -0.96274], [3.52207, 2.20366, -1.77196], [2.46557, 0.76358, -1.72307], [2.03453, 3.35914, -0.44438], [2.31505, 2.17343, 0.80172], [0.05884, 1.86226, 0.62420], [0.54390, 0.72459, -0.60989], [-0.85808, 3.35068, -0.89595], [0.38501, 3.03721, -2.09627], [-1.55873, 2.17874, -3.11327], [-0.67922, 0.78628, -2.53637], [-3.04158, 2.05189, -1.03979], [-3.17915, 0.78071, -2.22558], [-2.72008, 2.37459, 0.82227], [-1.55781, 1.92827, 2.10958], [-3.24540, 1.10797, 3.55429], [-4.33466, 0.78988, 2.23297], [-5.42554, 2.75527, 2.50214], [-4.54697, 2.91408, 3.98934], [-4.20554, 4.50239, 1.20262], [-1.89450, -0.51837, 2.72178], [-1.44687, -2.69061, 2.07388], [-2.11656, -4.20875, -0.04126], [-0.55528, -3.83487, -0.39372], [-3.96336, -1.85222, -2.16375], [-3.39852, -5.78991, 1.15711], [-3.31040, -7.29360, 0.18654], [-1.99714, -8.00079, 0.39056], [-0.63775, -7.07313, -0.29685], [-3.46127, -7.02127, -0.85435], [-4.13509, -7.92566, 0.50857], [-2.02130, -8.96373, -0.11574], [-1.79031, -8.16351, 1.44481], [5.53637, 3.72528, -0.05581], [7.17448, 3.03735, 0.09953], [8.13214, 3.63139, -0.90004], [7.73570, 3.14220, -2.56696], [7.09276, 1.95971, -0.02512], [7.51528, 3.24933, 1.11130], [9.14030, 3.27765, -0.69200], [8.12514, 4.71724, -0.85952]], "nbo_charge": [-0.613, -0.397, -0.402, -0.407, -0.385, -0.412, -0.393, -0.454, 0.078, 0.281, -0.468, -0.410, -0.533, -0.009, -0.427, 0.048, 0.135, -0.843, -0.065, 0.778, -0.505, -0.641, 0.190, 0.216, 0.194, 0.208, 0.205, 0.223, 0.192, 0.213, 0.201, 0.178, 0.185, 0.199, 0.224, 0.228, 0.224, 0.223, 0.232, 0.251, 0.249, 0.203, 0.210, 0.235, 0.239, 0.123, 0.437, 0.245, 0.399, 0.397, 0.489, -0.090, -0.372, -0.390, -0.062, 0.233, 0.237, 0.238, 0.230, -0.066, -0.383, -0.389, -0.055, 0.223, 0.226, 0.227, 0.227], "total_charge": 1, "e_tot_ev": -90372.405}